Record 1
C9H21N2S | ωB97M-V with the def2-TZVPD basis set

```
33
Properties=species:S:1:pos:R:3:forces:R:3:nbo_charge:R:1
C 1.75022 0.39494 1.76517 -1.96 -0.96 2.20 -0.688
C 1.69857 0.27246 0.27477 0.05 1.91 0.35 -0.028
C 2.68390 1.20225 -0.41236 -2.19 2.09 0.59 -0.618
N 0.27847 0.68694 -0.23695 0.91 -0.36 0.64 -0.425
C -0.27784 2.01658 0.09813 1.02 3.70 1.38 -0.269
C -1.60110 2.17721 -0.64721 -0.28 -0.89 -0.57 -0.550
S -2.21878 0.44992 -0.77089 -1.33 0.50 -0.46 0.244
C -0.89191 -0.26545 0.16101 -0.58 -0.93 0.51 0.220
N -1.13121 -0.28338 1.55353 0.53 1.71 -1.91 -0.867
C -0.66603 -1.70038 -0.30389 -0.07 -1.36 1.41 -0.287
C -1.91258 -2.62818 -0.05921 1.62 1.08 -2.14 -0.587
C -0.24794 -1.74128 -1.70939 -0.43 -1.22 -3.36 -0.652
H 2.10978 1.37332 2.08115 0.30 -0.22 0.07 0.226
H 0.66208 0.32318 2.12568 1.93 0.21 -0.25 0.257
H 2.22991 -0.45280 2.34469 -0.05 1.10 -1.05 0.257
H 1.90044 -0.69678 -0.07640 -0.44 -1.44 -0.40 0.232
H 3.42017 0.75074 -0.96208 1.74 -1.35 -1.33 0.240
H 3.13684 1.88769 0.28743 0.25 0.05 0.29 0.235
H 2.10717 1.87069 -1.07545 0.51 -0.21 -0.17 0.199
H 0.41461 0.71590 -1.24458 -0.44 -0.51 -0.28 0.444
H 0.43093 2.98393 -0.13075 -1.38 -2.81 0.42 0.271
H -0.49939 2.08946 1.21650 0.64 -0.37 -1.54 0.241
H -2.35092 2.70053 -0.00149 0.86 0.20 -1.19 0.267
H -1.47230 2.45609 -1.74066 -0.34 0.50 1.67 0.251
H -1.02505 -1.14635 1.97522 -0.05 -1.50 1.30 0.403
H -1.67076 0.45475 1.93886 -0.60 -0.11 0.53 0.403
H 0.08705 -2.14070 0.35386 0.49 0.25 -0.02 0.216
H -2.56211 -2.30938 -0.83782 -1.56 0.41 -0.12 0.217
H -2.26990 -2.56986 0.92065 -0.89 0.00 1.24 0.216
H -1.71477 -3.63751 -0.38609 0.59 -0.39 0.42 0.236
H -0.75124 -0.96265 -2.32083 -0.24 -0.67 0.31 0.226
H -0.41724 -2.74598 -2.26090 0.06 1.57 1.15 0.256
H 0.77094 -1.52590 -1.91971 1.32 0.05 0.30 0.211
```
Positions in Å, forces in eV/Å.

M: 189.35 g mol⁻¹
Relative energy (zero: lowest compared OMol25 entry of this formula, charge and spin): 0.00 kJ/mol
HOMO level: -12.7 eV
Net charge: +1
Max |F|: 4.083 eV/Å
SMILES string: CC(C)[N@@H+]1CCS[C@@]1(N)C(C)C



Record 2
C28H28F3LiN2O2PSSi | ωB97M-V with the def2-TZVPD basis set

```
67
Properties=species:S:1:pos:R:3:forces:R:3:nbo_charge:R:1
Li 0.63997 -0.85961 0.53235 0.45 0.00 -0.08 0.868
O -0.75185 -0.56877 3.68790 0.36 -0.49 0.26 -0.577
N -1.82013 -0.03470 3.05703 -0.38 0.77 0.17 -0.089
C -2.26338 -0.59134 2.01256 0.27 -1.00 -0.14 -0.075
C -3.32183 0.04488 1.21152 -0.03 0.45 -0.19 0.041
C -4.67325 -0.13446 1.47087 -0.17 -0.01 0.02 -0.217
C -5.62254 0.49437 0.68425 -0.01 -0.04 0.07 -0.208
C -5.22940 1.29614 -0.37601 -0.01 0.06 -0.11 -0.224
C -3.88680 1.44285 -0.67066 0.00 -0.01 0.08 -0.186
C -2.92390 0.82339 0.12165 0.01 -0.08 0.21 -0.345
P -1.12859 0.88457 -0.29942 -0.44 0.08 -0.42 0.803
C -0.84660 2.68009 -0.39019 0.17 -0.03 0.21 -0.259
C 0.27195 3.14845 -1.07676 -0.03 0.02 -0.05 -0.232
C 0.61251 4.48735 -1.02314 0.00 0.13 0.03 -0.212
C -0.14262 5.36971 -0.26576 0.01 0.09 0.01 -0.218
C -1.24414 4.90608 0.43442 -0.03 0.16 0.07 -0.208
C -1.59505 3.56904 0.37817 -0.03 -0.16 -0.07 -0.235
C -1.38700 0.34177 -2.02436 -0.04 0.04 -0.08 -0.303
C -1.41869 1.14691 -3.15443 0.04 -0.09 0.24 -0.231
C -1.63878 0.57581 -4.39559 -0.06 0.05 -0.20 -0.194
C -1.84744 -0.78604 -4.51831 -0.03 -0.07 -0.10 -0.224
C -1.83188 -1.59093 -3.38925 -0.06 -0.10 -0.04 -0.223
C -1.60005 -1.02821 -2.15216 0.03 0.09 0.06 -0.145
H -0.29848 -1.25351 3.10351 -0.23 0.20 -0.29 0.500
H -1.84509 -1.52023 1.60927 0.16 0.08 0.24 0.209
H -4.98061 -0.77300 2.28616 0.01 -0.01 0.12 0.212
H -6.67434 0.35803 0.88976 -0.09 -0.02 0.06 0.205
H -5.97496 1.79353 -0.98043 -0.04 0.02 -0.08 0.206
H -3.57772 2.03331 -1.52370 0.00 0.04 -0.01 0.221
H 0.87658 2.45475 -1.64470 0.11 -0.09 -0.07 0.256
H 1.48109 4.84000 -1.55865 0.10 0.01 -0.08 0.214
H 0.13306 6.41514 -0.20964 0.01 0.02 -0.01 0.204
H -1.82679 5.58749 1.04036 -0.03 0.02 0.02 0.205
H -2.44662 3.20755 0.93806 -0.03 0.03 0.04 0.224
H -1.24310 2.20942 -3.07085 0.01 0.09 0.01 0.220
H -1.64311 1.20102 -5.27725 0.01 0.05 -0.07 0.204
H -2.01395 -1.22538 -5.49257 0.00 0.00 -0.05 0.204
H -1.99008 -2.65630 -3.47819 0.01 -0.08 -0.01 0.207
H -1.55872 -1.64945 -1.26221 -0.03 -0.09 -0.05 0.200
F 4.36908 0.58826 -3.70277 -0.05 -0.24 0.06 -0.320
C 4.50832 1.36411 -2.61706 0.23 0.26 -0.61 0.988
F 5.79488 1.79982 -2.68041 0.27 -0.03 0.34 -0.351
F 3.77030 2.47070 -2.84308 -0.20 0.08 0.15 -0.332
C 4.19899 0.70606 -1.31450 -0.08 -0.07 0.32 -0.264
C 5.14902 0.64803 -0.31948 -0.11 -0.02 0.01 -0.114
C 4.81319 0.10252 0.91518 0.04 0.01 0.00 -0.348
C 3.51034 -0.32923 1.09607 0.52 0.06 0.23 0.078
N 2.58733 -0.28563 0.15805 -0.38 -0.11 0.01 -0.585
C 2.89467 0.18122 -1.07224 0.46 0.23 -0.21 0.084
S 1.71996 0.10916 -2.26497 -0.75 -0.23 -0.43 -0.358
H 6.14562 1.02494 -0.49681 0.06 0.05 -0.03 0.218
H 5.54001 0.04036 1.70699 0.05 -0.04 0.14 0.211
H 3.17976 -0.74335 2.03667 0.02 -0.01 0.25 0.200
C -0.09751 -4.61639 3.23613 0.35 0.47 -0.36 -1.127
Si 1.11311 -3.40066 2.37152 0.59 -1.31 0.40 1.901
C 1.92999 -4.34439 0.92664 -0.21 0.31 0.55 -1.128
C 2.41755 -2.99530 3.71584 -0.34 -0.19 -0.41 -1.135
O 0.41782 -2.08970 1.83038 -0.60 0.84 -0.15 -1.416
H 0.38966 -5.55436 3.49145 0.16 -0.15 0.04 0.216
H -0.95182 -4.84955 2.60733 -0.17 -0.02 -0.18 0.220
H -0.47800 -4.17819 4.15390 -0.09 0.12 0.22 0.224
H 2.47180 -5.22931 1.24037 0.16 -0.25 0.13 0.215
H 2.62016 -3.69284 0.40151 0.21 0.20 -0.11 0.232
H 1.17937 -4.65384 0.20699 -0.25 -0.07 -0.14 0.224
H 2.60363 -3.84242 4.37141 0.05 -0.20 0.08 0.218
H 2.06892 -2.17466 4.33747 -0.14 0.17 0.10 0.231
H 3.36618 -2.69512 3.28378 0.25 0.06 -0.13 0.218
```
Positions in Å, forces in eV/Å.

M: 579.61 g mol⁻¹
Relative energy (zero: lowest compared OMol25 entry of this formula, charge and spin): 100.34 kJ/mol
HOMO level: -4.5 eV
Net charge: -1
Max |F|: 1.490 eV/Å



Record 3
C6H8FN | ωB97M-V with the def2-TZVPD basis set

```
16
Properties=species:S:1:pos:R:3:forces:R:3:nbo_charge:R:1
C 0.98811 0.26322 -0.20048 0.99 0.25 -0.57 -0.074
C -0.55616 2.05421 -0.34271 -0.20 -0.28 0.13 0.089
C 1.57885 2.54251 0.38863 -2.52 0.38 2.27 0.429
C -0.30513 0.62414 -0.27638 1.25 1.04 0.51 -0.096
C -1.50177 -0.14578 0.14550 1.22 1.48 -1.50 -0.618
C 1.58321 -1.05745 0.11947 0.78 0.41 -0.17 -0.662
N 0.37261 2.87762 -0.06163 2.01 0.75 -0.70 -0.454
F 2.62828 2.98319 -0.22346 0.68 0.87 -1.35 -0.312
H 1.75114 1.07868 -0.23050 -0.50 -1.15 -0.92 0.178
H -1.57575 2.40232 -0.51660 0.18 0.11 0.28 0.189
H -1.17046 -1.10319 0.29106 -0.19 -2.68 0.39 0.214
H -2.22536 0.02821 -0.59118 -1.36 -0.63 -1.25 0.219
H -1.89082 0.31089 0.99470 -0.54 0.46 1.91 0.221
H 2.07823 -1.01069 1.05005 0.39 0.39 1.56 0.234
H 2.40754 -1.54593 -0.44965 -1.10 0.68 -0.66 0.235
H 0.74467 -1.64569 0.28418 -1.09 -2.08 0.07 0.208
```
Positions in Å, forces in eV/Å.

M: 113.13 g mol⁻¹
Relative energy (zero: lowest compared OMol25 entry of this formula, charge and spin): 407.81 kJ/mol
HOMO level (alpha / beta): -8.3 / -8.3 eV
Net charge: 0
Max |F|: 3.411 eV/Å



> Number 3 is which compound?

C6H8FN